a:
This record from OMol25 describes 2 unconnected molecules or ions with the total composition H3N3OS3. The level of theory is the ωB97M-V functional and the def2-TZVPD basis.

```
! RIJCOSX wB97M-V def2-TZVPD def2/J DEFGRID3
* xyz 0 1
N 0.065 0.664 0.525
N -0.740 1.897 -1.826
N 0.263 -0.673 -1.711
O 1.001 -2.336 2.627
S -0.649 1.999 -0.056
S -0.612 0.405 -2.640
S 0.719 -0.639 -0.160
H -1.370 2.441 -2.388
H 0.305 -2.338 3.313
H 1.017 -1.420 2.316
*
```

Properties
- LUMO energy: -0.60 eV
- Highest occupied orbital energy: -7.925 eV
- Orbital gap: 7.322 eV

---

b:
This record from OMol25 describes H3N3OS3 in the gas phase. The level of theory is the ωB97M-V functional and the def2-TZVPD basis.

```
! RIJCOSX wB97M-V def2-TZVPD def2/J DEFGRID3
* xyz 0 1
H 1.933 1.090 1.623
N 1.068 1.591 1.257
S -0.080 1.247 0.378
S 0.818 -0.277 -1.197
O -0.628 0.179 -1.904
N 0.891 -1.535 -0.210
S -0.294 -1.706 1.048
N -1.014 0.001 1.084
H -0.914 -0.449 -2.539
H -1.781 -0.141 0.461
*
```

Properties
- LUMO energy: -0.40 eV
- Highest occupied orbital energy: -8.397 eV
- SMILES: [H]/N=S1#S(O)=NSN/1
- Orbital gap: 7.998 eV

---

So which one is most stable? That would be a, about 39.7 kJ/mol below the next structure.

---

a:
This record from OMol25 describes 13 unconnected molecules or ions with the total composition H26O13. The level of theory is the ωB97M-V functional and the def2-TZVPD basis.

```
! RIJCOSX wB97M-V def2-TZVPD def2/J DEFGRID3
* xyz 1 2
O 0.850 -2.132 -1.680
H 0.691 -2.083 -2.566
H 1.611 -2.425 -1.498
O 1.385 1.230 0.169
H 1.656 0.344 -0.404
H 1.557 1.888 -0.599
O -1.582 -1.197 -0.475
H -0.851 -1.643 -1.019
H -1.844 -0.693 -1.188
O -1.016 1.356 3.217
H -0.755 1.430 4.093
H -0.808 2.123 2.708
O -3.190 -3.039 -0.051
H -3.103 -2.486 0.740
H -3.420 -2.390 -0.686
O -1.549 2.530 0.221
H -1.125 3.135 -0.290
H -1.837 1.798 -0.289
O -3.648 0.745 -0.892
H -4.398 0.186 -1.230
H -3.864 1.066 -0.023
O 3.483 -0.197 -2.185
H 3.979 -1.059 -2.242
H 2.934 -0.268 -1.425
O 3.627 2.609 0.301
H 3.032 2.049 0.776
H 3.730 2.204 -0.494
O 1.020 -2.268 2.554
H 0.886 -1.308 2.531
H 0.723 -2.583 1.751
O 0.254 2.405 -2.435
H 1.178 2.301 -2.790
H 0.033 3.277 -2.241
O 3.059 -2.529 -0.165
H 2.312 -2.513 0.499
H 3.716 -2.418 0.621
O -3.292 0.261 2.215
H -2.547 0.631 1.577
H -2.889 -0.337 2.894
*
```

Properties
- LUMO energy (spin up / spin down): -3.86 / -10.41 eV
- Highest occupied orbital energy (spin up / spin down): -13.442 / -13.433 eV
- Orbital gap (spin up / spin down): 9.578 / 3.025 eV

---

b:
This record from OMol25 describes 13 unconnected molecules or ions with the total composition H26O13. The level of theory is the ωB97M-V functional and the def2-TZVPD basis.

```
! RIJCOSX wB97M-V def2-TZVPD def2/J DEFGRID3
* xyz 1 2
O -0.170 0.293 3.362
H -0.125 0.727 2.511
H -0.103 -0.640 3.159
O -1.895 -1.976 -2.067
H -1.976 -2.908 -2.270
H -1.879 -1.940 -1.110
O 2.502 1.875 -2.724
H 2.539 1.507 -1.841
H 1.572 2.040 -2.876
O -2.401 0.653 0.411
H -2.334 1.592 0.240
H -3.342 0.475 0.405
O 3.217 0.676 -0.455
H 2.793 -0.057 -0.009
H 2.945 1.449 0.040
O 2.034 -1.284 1.281
H 2.332 -1.318 2.190
H 1.186 -0.841 1.322
O -2.610 0.905 -2.788
H -3.249 1.564 -2.517
H -2.450 0.387 -2.000
O -2.275 -2.207 0.816
H -2.506 -1.288 0.683
H -3.066 -2.691 0.581
O 0.278 2.528 -0.866
H 0.237 2.431 -1.818
H -0.279 3.282 -0.677
O 0.044 0.059 0.393
H 0.198 0.879 -0.077
H -0.908 -0.004 0.460
O 2.466 2.747 0.863
H 1.714 3.097 0.385
H 2.581 3.345 1.601
O -0.151 -2.635 2.405
H 0.449 -3.361 2.237
H -0.614 -2.509 1.577
O 1.333 -2.470 -1.180
H 0.458 -2.144 -1.391
H 1.458 -2.240 -0.259
*
```

Properties
- LUMO energy (spin up / spin down): -3.65 / -10.29 eV
- Highest occupied orbital energy (spin up / spin down): -13.994 / -13.991 eV
- Orbital gap (spin up / spin down): 10.343 / 3.698 eV

---

So which one is most stable? That would be b, about 277.2 kJ/mol below the next structure.

---

a:
This record from OMol25 describes 2 unconnected molecules or ions with the total composition C3H3BrCl2. The level of theory is the ωB97M-V functional and the def2-TZVPD basis.

```
! RIJCOSX wB97M-V def2-TZVPD def2/J DEFGRID3
* xyz 0 1
C -0.315 0.011 -0.373
C 0.644 0.235 0.437
C -0.688 1.284 2.876
Cl 0.294 2.402 3.756
Cl -2.020 2.051 2.045
Br -1.222 -0.254 3.865
H -0.183 -0.412 -1.365
H -1.345 0.248 -0.123
H 1.651 0.226 0.762
*
```

Properties
- LUMO energy (spin up / spin down): 0.18 / -1.01 eV
- Highest occupied orbital energy (spin up / spin down): -8.817 / -8.429 eV
- Orbital gap (spin up / spin down): 9.002 / 7.417 eV

---

b:
This record from OMol25 describes 2 unconnected molecules or ions with the total composition C3H3BrCl2. The level of theory is the ωB97M-V functional and the def2-TZVPD basis.

```
! RIJCOSX wB97M-V def2-TZVPD def2/J DEFGRID3
* xyz 0 1
C 0.319 -0.952 0.181
C 0.391 0.470 0.502
C 0.005 0.167 -0.852
Cl -2.091 0.950 2.080
Cl -1.709 0.424 -1.360
Br 1.276 0.855 -2.165
H 1.242 -1.442 0.252
H -0.554 -1.644 0.415
H 1.121 1.173 0.948
*
```

Properties
- LUMO energy (spin up / spin down): -3.06 / -3.06 eV
- Highest occupied orbital energy (spin up / spin down): -9.595 / -9.596 eV
- Orbital gap (spin up / spin down): 6.537 / 6.539 eV

---

So which one is most stable? That would be b, about 24.1 kJ/mol below the next structure.